C32H88N8O8 | wB97M-V/def2-TZVPD

Bonds (Å) are listed after each position.
Element x y z (Å)
1 C 1.2806 1.1802 8.5590  O2 1.400, H7 1.096, H8 1.086, H9 1.102
2 O 0.8680 1.0072 7.2329  C1 1.400, C3 1.410
3 C -0.4218 0.4493 7.1157  O2 1.410, C4 1.537, H10 1.096, H11 1.099
4 C -0.6672 0.0880 5.6426  C3 1.537, C5 1.527, N6 1.480, H12 1.095
5 C -0.0347 -1.2300 5.2017  C4 1.527, H13 1.096, H14 1.093, H15 1.088
6 N -0.2063 1.1401 4.7095  C4 1.480, H16 1.016, H17 1.016
7 H 0.8018 2.0648 8.9932  C1 1.096
8 H 2.3663 1.2148 8.5796  C1 1.086
9 H 1.0020 0.3175 9.1863  C1 1.102
10 H -0.4941 -0.4689 7.7096  C3 1.096
11 H -1.1599 1.2187 7.3838  C3 1.099
12 H -1.7482 -0.0199 5.5033  C4 1.095
13 H 1.0557 -1.1469 5.1345  C5 1.096
14 H -0.3476 -1.4297 4.1741  C5 1.093
15 H -0.3004 -2.0635 5.8481  C5 1.088
16 H -0.4082 2.0587 5.0936  N6 1.016
17 H 0.8074 1.0691 4.6990  N6 1.016
18 C 3.6764 0.4422 -5.2158  O19 1.420, H24 1.087, H25 1.095, H26 1.095
19 O 2.5102 1.2513 -5.2654  C18 1.420, C20 1.420
20 C 1.6387 0.8506 -6.3119  O19 1.420, C21 1.521, H27 1.102, H28 1.100
21 C 0.4548 1.8061 -6.3258  C20 1.521, C22 1.506, N23 1.464, H29 1.098
22 C -0.5398 1.4515 -7.3996  C21 1.506, H30 1.097, H31 1.091, H32 1.092
23 N 0.8328 3.2197 -6.3814  C21 1.464, H33 1.014, H34 1.016
24 H 4.3082 0.8310 -4.4217  C18 1.087
25 H 4.2147 0.5000 -6.1674  C18 1.095
26 H 3.4114 -0.5981 -4.9976  C18 1.095
27 H 2.1878 0.9023 -7.2656  C20 1.102
28 H 1.3001 -0.1775 -6.1184  C20 1.100
29 H -0.0566 1.6781 -5.3628  C21 1.098
30 H -0.0497 1.2924 -8.3678  C22 1.097
31 H -1.2560 2.2592 -7.5564  C22 1.091
32 H -1.1512 0.5753 -7.1745  C22 1.092
33 H 1.2206 3.4682 -5.4784  N23 1.014
34 H 1.5850 3.3771 -7.0456  N23 1.016
35 C 1.5174 0.9140 -2.1998  O36 1.428, H41 1.095, H42 1.093, H43 1.087
36 O 1.7216 1.5890 -0.9577  C35 1.428, C37 1.422
37 C 0.4938 1.9250 -0.3232  O36 1.422, C38 1.516, H44 1.101, H45 1.094
38 C 0.3865 1.2513 1.0309  C37 1.516, C39 1.513, N40 1.473, H46 1.099
39 C 0.3312 -0.2569 0.9298  C38 1.513, H47 1.091, H48 1.093, H49 1.089
40 N -0.8656 1.7176 1.6514  C38 1.473, H50 1.023, H51 1.021
41 H 1.2203 1.5873 -3.0102  C35 1.095
42 H 0.7304 0.1799 -2.0067  C35 1.093
43 H 2.4568 0.4630 -2.5110  C35 1.087
44 H 0.5201 3.0109 -0.1449  C37 1.101
45 H -0.3292 1.7745 -1.0287  C37 1.094
46 H 1.2351 1.6976 1.5673  C38 1.099
47 H -0.4809 -0.5385 0.2583  C39 1.091
48 H 0.1379 -0.6448 1.9327  C39 1.093
49 H 1.2683 -0.6824 0.5733  C39 1.089
50 H -1.0263 1.2124 2.5259  N40 1.023
51 H -0.7665 2.6391 2.0788  N40 1.021
52 C -2.8155 7.4508 0.4410  O53 1.393, H58 1.095, H59 1.093, H60 1.100
53 O -3.9254 7.0136 1.1607  C52 1.393, C54 1.430
54 C -4.1166 5.5990 1.0834  O53 1.430, C55 1.535, H61 1.088, H62 1.099
55 C -3.1341 4.8003 1.9515  C54 1.535, C56 1.517, N57 1.460, H63 1.093
56 C -3.7569 3.4987 2.4193  C55 1.517, H64 1.090, H65 1.088, H66 1.093
57 N -2.6595 5.5156 3.1324  C55 1.460, H67 1.013, H68 1.016
58 H -1.9103 6.8590 0.6148  C52 1.095
59 H -2.6150 8.4825 0.7405  C52 1.093
60 H -3.0305 7.4813 -0.6371  C52 1.100
61 H -5.1466 5.4163 1.3835  C54 1.088
62 H -3.9609 5.3310 0.0291  C54 1.099
63 H -2.2283 4.5836 1.3786  C55 1.093
64 H -2.9502 2.8114 2.6736  C56 1.090
65 H -4.4087 3.0334 1.6822  C56 1.088
66 H -4.2781 3.6431 3.3697  C56 1.093
67 H -2.2179 6.3854 2.8590  N57 1.013
68 H -3.4441 5.7875 3.7173  N57 1.016
69 C -2.9980 0.4043 -1.7201  O70 1.403, H75 1.100, H76 1.093, H77 1.095
70 O -4.1434 -0.1414 -1.1206  C69 1.403, C71 1.416
71 C -4.2093 0.2169 0.2474  O70 1.416, C72 1.512, H78 1.100, H79 1.093
72 C -5.5488 -0.1754 0.8288  C71 1.512, C73 1.518, N74 1.474, H80 1.098
73 C -5.7889 -1.6730 0.8768  C72 1.518, H81 1.089, H82 1.099, H83 1.093
74 N -6.6293 0.5715 0.1589  C72 1.474, H84 1.015, H85 1.015
75 H -3.1565 1.4370 -2.0624  C69 1.100
76 H -2.7504 -0.1690 -2.6168  C69 1.093
77 H -2.1500 0.4013 -1.0278  C69 1.095
78 H -3.4437 -0.2996 0.8460  C71 1.100
79 H -4.1118 1.3020 0.3330  C71 1.093
80 H -5.5322 0.2025 1.8593  C72 1.098
81 H -6.7399 -1.9397 1.3355  C73 1.089
82 H -5.0165 -2.1988 1.4555  C73 1.099
83 H -5.7024 -2.1306 -0.1126  C73 1.093
84 H -6.9038 0.0959 -0.6949  N74 1.015
85 H -7.4493 0.5431 0.7560  N74 1.015
86 C 4.8066 2.1361 -1.5888  O87 1.424, H92 1.096, H93 1.088, H94 1.090
87 O 5.4662 0.9562 -1.1415  C86 1.424, C88 1.405
88 C 4.7206 0.1840 -0.2344  O87 1.405, C89 1.519, H95 1.101, H96 1.102
89 C 5.6577 -0.7154 0.5531  C88 1.519, C90 1.523, N91 1.456, H97 1.094
90 C 4.8375 -1.7792 1.2708  C89 1.523, H98 1.096, H99 1.094, H100 1.087
91 N 6.4951 0.0079 1.5001  C89 1.456, H101 1.012, H102 1.016
92 H 4.1185 1.8564 -2.3946  C86 1.096
93 H 5.5732 2.7733 -2.0235  C86 1.088
94 H 4.2295 2.5812 -0.7785  C86 1.090
95 H 4.1660 0.8351 0.4597  C88 1.101
96 H 3.9715 -0.4408 -0.7475  C88 1.102
97 H 6.3032 -1.2084 -0.1794  C89 1.094
98 H 4.1152 -1.3731 1.9874  C90 1.096
99 H 5.4791 -2.3788 1.9227  C90 1.094
100 H 4.3545 -2.4385 0.5541  C90 1.087
101 H 7.3051 0.4297 1.0630  N91 1.012
102 H 5.9901 0.7980 1.8922  N91 1.016
103 C 1.1737 -3.2866 -1.8486  O104 1.396, H109 1.091, H110 1.097, H111 1.097
104 O 2.0998 -4.2538 -2.2444  C103 1.396, C105 1.430
105 C 2.9538 -3.8285 -3.3103  O104 1.430, C106 1.507, H112 1.096, H113 1.097
106 C 4.3114 -4.4386 -3.0714  C105 1.507, C107 1.514, N108 1.477, H114 1.100
107 C 4.9612 -3.9199 -1.8066  C106 1.514, H115 1.098, H116 1.089, H117 1.092
108 N 5.1849 -4.2047 -4.2389  C106 1.477, H118 1.012, H119 1.014
109 H 0.3493 -3.7861 -1.3382  C103 1.091
110 H 0.7633 -2.7303 -2.7004  C103 1.097
111 H 1.6329 -2.5633 -1.1629  C103 1.097
112 H 2.4934 -4.1683 -4.2444  C105 1.096
113 H 3.0338 -2.7343 -3.3286  C105 1.097
114 H 4.1835 -5.5226 -2.9338  C106 1.100
115 H 5.0599 -2.8267 -1.7767  C107 1.098
116 H 5.9569 -4.3210 -1.6252  C107 1.089
117 H 4.2881 -4.1491 -0.9783  C107 1.092
118 H 6.1316 -4.4969 -4.0308  N108 1.012
119 H 4.8857 -4.7735 -5.0232  N108 1.014
120 C -3.4108 -3.4836 -1.4870  O121 1.423, H126 1.091, H127 1.091, H128 1.102
121 O -3.8172 -4.1976 -0.3253  C120 1.423, C122 1.413
122 C -2.8529 -5.0377 0.2758  O121 1.413, C123 1.521, H129 1.099, H130 1.096
123 C -2.6534 -4.7164 1.7493  C122 1.521, C124 1.515, N125 1.469, H131 1.095
124 C -2.0427 -3.3468 1.9662  C123 1.515, H132 1.100, H133 1.095, H134 1.094
125 N -1.8216 -5.7871 2.3134  C123 1.469, H135 1.009, H136 1.011
126 H -3.6515 -2.4209 -1.4294  C120 1.091
127 H -3.8297 -4.0172 -2.3419  C120 1.091
128 H -2.3195 -3.4595 -1.6407  C120 1.102
129 H -3.2683 -6.0545 0.2485  C122 1.099
130 H -1.9025 -5.0228 -0.2690  C122 1.096
131 H -3.6550 -4.7073 2.1916  C123 1.095
132 H -2.6667 -2.5698 1.5003  C124 1.100
133 H -1.0509 -3.2202 1.5199  C124 1.095
134 H -1.9924 -3.0368 3.0139  C124 1.094
135 H -1.2119 -5.4749 3.0535  N125 1.009
136 H -1.2649 -6.2235 1.5907  N125 1.011

Computed properties:
E_HOMO	-9.07	eV
SMILES string	COC[C@H](C)N.COC[C@H](C)N.COC[C@H](C)N.COC[C@H](C)N.COC[C@H](C)N.COC[C@H](C)N.COC[C@H](C)N.COC[C@H](C)N
E_LUMO	0.0198	Ha
energy relative to the best compared isomer or geometry (same formula, charge and spin)	127.9	kJ/mol
Kohn-Sham gap	9.6	eV

Results of the Löwdin charge analysis, in e, for atoms 1 through 5: -0.115 -0.200 -0.206 -0.415 -0.060